Entry from OMol25: a 9-piece molecular cluster, C16H50O17 overall in a non-equilibrium geometry (wB97M-V/def2-TZVPD).

Properties
Total energy in eV: -52206.3070
HOMO level in eV: -9.465
Charge: 0
SMILES: OCCO.OCCO.OCCO.OCCO.OCCO.OCCO.OCCO.OCCO.O
HOMO-LUMO gap in eV: 9.575
Largest force on an atom in hartree/bohr: 0.059
Multiplicity: 1
Molar mass in g mol⁻¹: 514.56

Last columns: bonded neighbours and bond lengths (Å).
Element x y z (Å)
1 O 0.03 -3.34 -3.08  C2 1.442, H5 0.975
2 C 0.78 -4.10 -4.05  O1 1.442, C3 1.511, H6 1.088, H7 1.045
3 C 2.25 -3.79 -4.07  C2 1.511, O4 1.428, H8 1.138, H9 1.068
4 O 2.57 -2.74 -4.98  C3 1.428, H10 0.958
5 H 0.26 -3.74 -2.23  O1 0.975
6 H 0.63 -5.13 -3.73  C2 1.088
7 H 0.29 -4.05 -4.98  C2 1.045
8 H 2.84 -4.71 -4.40  C3 1.138
9 H 2.77 -3.59 -3.16  C3 1.068
10 H 2.35 -1.89 -4.61  O4 0.958
11 O -4.08 -0.85 -2.12  C12 1.420, H15 0.967
12 C -4.46 -2.12 -1.62  O11 1.420, C13 1.525, H16 1.074, H17 1.153
13 C -3.43 -2.79 -0.73  C12 1.525, O14 1.391, H18 1.147, H19 1.090
14 O -2.99 -2.05 0.36  C13 1.391, H20 0.934
15 H -3.46 -0.92 -2.87  O11 0.967
16 H -5.40 -1.96 -1.11  C12 1.074
17 H -4.77 -2.80 -2.50  C12 1.153
18 H -2.56 -3.17 -1.38  C13 1.147
19 H -4.02 -3.66 -0.45  C13 1.090
20 H -3.20 -1.17 0.16  O14 0.934
21 O -1.54 -1.22 -3.63  C22 1.363, H25 1.025
22 C -0.90 -0.71 -4.71  O21 1.363, C23 1.525, H26 1.144, H27 1.103
23 C 0.23 0.27 -4.44  C22 1.525, O24 1.408, H28 1.033, H29 1.109
24 O 1.43 -0.30 -3.95  C23 1.408, H30 0.962
25 H -1.03 -2.04 -3.27  O21 1.025
26 H -0.51 -1.46 -5.48  C22 1.144
27 H -1.66 -0.11 -5.25  C22 1.103
28 H 0.05 1.07 -3.81  C23 1.033
29 H 0.40 0.77 -5.42  C23 1.109
30 H 1.47 -0.20 -3.00  O24 0.962
31 O 0.41 -0.96 3.89  C32 1.460, H35 0.984
32 C 0.68 0.36 4.46  O31 1.460, C33 1.494, H36 1.097, H37 1.076
33 C -0.56 1.18 4.58  C32 1.494, O34 1.446, H38 1.091, H39 1.075
34 O -1.46 0.41 5.42  C33 1.446, H40 0.945
35 H -0.50 -1.22 4.16  O31 0.984
36 H 1.26 0.20 5.38  C32 1.097
37 H 1.38 0.85 3.81  C32 1.076
38 H -0.97 1.46 3.61  C33 1.091
39 H -0.33 2.14 5.01  C33 1.075
40 H -2.31 0.75 5.64  O34 0.945
41 O 1.71 4.00 0.41  C42 1.435, H45 0.959
42 C 3.12 4.13 0.16  O41 1.435, C43 1.520, H46 1.081, H47 1.101
43 C 3.62 2.86 -0.52  C42 1.520, O44 1.388, H48 1.082, H49 1.075
44 O 2.75 2.63 -1.58  C43 1.388, H50 0.979
45 H 1.43 3.45 -0.32  O41 0.959
46 H 3.33 5.00 -0.45  C42 1.081
47 H 3.66 4.29 1.11  C42 1.101
48 H 3.57 2.02 0.16  C43 1.082
49 H 4.64 2.94 -0.86  C43 1.075
50 H 2.47 1.70 -1.66  O44 0.979
51 O -0.38 5.51 3.97  C52 1.435, H55 0.980
52 C -1.73 5.08 3.76  O51 1.435, C53 1.534, H56 1.125, H57 1.079
53 C -2.57 6.12 3.02  C52 1.534, O54 1.409, H58 1.108, H59 1.083
54 O -2.13 6.39 1.70  C53 1.409, H60 0.966
55 H -0.10 5.95 3.14  O51 0.980
56 H -1.69 4.11 3.19  C52 1.125
57 H -2.09 4.88 4.76  C52 1.079
58 H -2.39 7.08 3.55  C53 1.108
59 H -3.65 6.00 3.04  C53 1.083
60 H -2.07 5.54 1.25  O54 0.966
61 O 0.17 -3.19 -0.42  C62 1.401, H65 0.988
62 C -0.27 -4.03 0.62  O61 1.401, C63 1.549, H66 1.084, H67 1.093
63 C 0.93 -4.68 1.34  C62 1.549, O64 1.476, H68 1.131, H69 1.071
64 O 1.49 -5.77 0.51  C63 1.476, H70 0.986
65 H 0.43 -2.39 0.10  O61 0.988
66 H -0.95 -3.51 1.28  C62 1.084
67 H -0.93 -4.75 0.14  C62 1.093
68 H 0.53 -5.17 2.28  C63 1.131
69 H 1.74 -4.01 1.57  C63 1.071
70 H 2.48 -5.77 0.51  O64 0.986
71 O 1.05 -0.98 1.34  C72 1.439, H75 0.995
72 C 0.47 0.29 0.97  O71 1.439, C73 1.528, H76 1.088, H77 1.072
73 C 0.41 0.26 -0.56  C72 1.528, O74 1.417, H78 1.082, H79 1.073
74 O 1.73 0.10 -1.07  C73 1.417, H80 0.966
75 H 1.05 -1.05 2.33  O71 0.995
76 H -0.52 0.32 1.42  C72 1.088
77 H 1.10 1.09 1.31  C72 1.072
78 H 0.01 1.24 -0.81  C73 1.082
79 H -0.15 -0.54 -1.00  C73 1.073
80 H 2.21 -0.54 -0.53  O74 0.966
81 O 1.26 3.29 3.48  H82 0.974, H83 0.960
82 H 1.42 3.21 2.53  O81 0.974
83 H 0.92 4.18 3.40  O81 0.960

Entry from OMol25: a 8-piece molecular cluster, C16H51NO11PS7 overall (wB97M-V/def2-TZVPD).

Properties
Total energy in eV: -126558.9558
HOMO level in eV: -10.289
Charge: +1
HOMO-LUMO gap in eV: 7.718
Largest force on an atom in hartree/bohr: 0.015
Multiplicity: 1
Molar mass in g mol⁻¹: 689.02

Last columns: bonded neighbours and bond lengths (Å).
Element x y z (Å)
1 O -5.11 1.97 -3.74  P2 1.445
2 P -4.30 0.78 -3.93  O1 1.445, O3 1.560, O4 1.579, N5 1.778
3 O -2.84 1.00 -4.44  P2 1.560, H9 0.968
4 O -4.88 -0.33 -4.89  P2 1.579, H10 0.965
5 N -4.22 -0.04 -2.35  P2 1.778, C6 1.499, H11 1.036, H12 1.027
6 C -3.32 -1.22 -2.15  N5 1.499, C7 1.537, H13 1.088, H14 1.089
7 C -1.85 -0.78 -2.13  C6 1.537, O8 1.417, H15 1.093, H16 1.094
8 O -1.83 0.57 -1.70  C7 1.417, H17 0.964
9 H -2.41 0.24 -4.87  O3 0.968
10 H -5.48 -1.00 -4.55  O4 0.965
11 H -4.02 0.64 -1.60  N5 1.036
12 H -5.18 -0.33 -2.13  N5 1.027
13 H -3.59 -1.63 -1.17  C6 1.088
14 H -3.54 -1.98 -2.90  C6 1.089
15 H -1.31 -1.43 -1.44  C7 1.093
16 H -1.37 -0.92 -3.11  C7 1.094
17 H -1.11 1.07 -2.10  O8 0.964
18 C -4.34 -1.03 2.29  S19 1.787, H22 1.088, H23 1.090, H24 1.090
19 S -5.01 0.43 1.51  C18 1.787, O20 1.516, C21 1.777
20 O -4.98 0.15 0.02  S19 1.516
21 C -3.64 1.51 1.85  S19 1.777, H25 1.089, H26 1.089, H27 1.089
22 H -5.05 -1.85 2.15  C18 1.088
23 H -3.38 -1.27 1.85  C18 1.090
24 H -4.22 -0.83 3.36  C18 1.090
25 H -2.73 1.07 1.44  C21 1.089
26 H -3.54 1.61 2.92  C21 1.089
27 H -3.85 2.47 1.39  C21 1.089
28 C 1.16 1.69 2.79  S29 1.797, H32 1.089, H33 1.090, H34 1.091
29 S -0.02 1.81 4.14  C28 1.797, O30 1.493, C31 1.791
30 O -1.23 1.07 3.66  S29 1.493
31 C -0.39 3.55 3.96  S29 1.791, H35 1.090, H36 1.090, H37 1.088
32 H 1.47 0.65 2.72  C28 1.089
33 H 0.68 2.00 1.86  C28 1.090
34 H 2.02 2.33 3.01  C28 1.091
35 H -0.75 3.74 2.95  C31 1.090
36 H 0.50 4.13 4.18  C31 1.090
37 H -1.16 3.78 4.69  C31 1.088
38 C -2.09 -0.80 8.04  S39 1.797, H42 1.088, H43 1.090, H44 1.090
39 S -1.04 0.62 8.39  C38 1.797, O40 1.486, C41 1.797
40 O -1.29 1.60 7.29  S39 1.486
41 C 0.52 -0.18 8.00  S39 1.797, H45 1.090, H46 1.090, H47 1.088
42 H -3.12 -0.47 8.17  C38 1.088
43 H -1.92 -1.11 7.01  C38 1.090
44 H -1.86 -1.60 8.74  C38 1.090
45 H 0.48 -0.55 6.98  C41 1.090
46 H 0.69 -1.00 8.71  C41 1.090
47 H 1.30 0.56 8.11  C41 1.088
48 C -3.86 6.80 -2.20  S49 1.794, H52 1.088, H53 1.090, H54 1.090
49 S -3.40 5.16 -1.63  C48 1.794, O50 1.489, C51 1.793
50 O -2.00 5.23 -1.14  S49 1.489
51 C -3.34 4.38 -3.24  S49 1.793, H55 1.090, H56 1.088, H57 1.083
52 H -3.90 7.44 -1.32  C48 1.088
53 H -3.10 7.16 -2.89  C48 1.090
54 H -4.84 6.76 -2.67  C48 1.090
55 H -2.61 4.90 -3.87  C51 1.090
56 H -4.33 4.38 -3.70  C51 1.088
57 H -3.03 3.36 -3.07  C51 1.083
58 C 1.98 -5.15 -1.29  S59 1.794, H62 1.088, H63 1.090, H64 1.090
59 S 1.32 -3.58 -0.75  C58 1.794, O60 1.500, C61 1.793
60 O -0.13 -3.58 -1.12  S59 1.500
61 C 2.16 -2.59 -1.98  S59 1.793, H65 1.091, H66 1.089, H67 1.088
62 H 1.56 -5.92 -0.65  C58 1.088
63 H 1.70 -5.33 -2.33  C58 1.090
64 H 3.07 -5.14 -1.17  C58 1.090
65 H 1.88 -2.95 -2.98  C61 1.091
66 H 3.23 -2.64 -1.82  C61 1.089
67 H 1.83 -1.56 -1.84  C61 1.088
68 C 5.83 -1.06 -0.31  S69 1.789, H72 1.087, H73 1.088, H74 1.090
69 S 4.73 -0.85 1.08  C68 1.789, O70 1.493, C71 1.794
70 O 3.46 -1.54 0.70  S69 1.493
71 C 4.44 0.90 0.85  S69 1.794, H75 1.090, H76 1.090, H77 1.087
72 H 6.09 -2.12 -0.37  C68 1.087
73 H 5.33 -0.77 -1.23  C68 1.088
74 H 6.74 -0.47 -0.16  C68 1.090
75 H 4.04 1.08 -0.15  C71 1.090
76 H 5.37 1.46 1.00  C71 1.090
77 H 3.71 1.21 1.60  C71 1.087
78 C 5.83 -4.11 -5.03  S79 1.795, H82 1.088, H83 1.090, H84 1.090
79 S 6.57 -3.63 -3.47  C78 1.795, O80 1.491, C81 1.793
80 O 6.01 -2.28 -3.13  S79 1.491
81 C 8.22 -3.35 -4.10  S79 1.793, H85 1.089, H86 1.090, H87 1.088
82 H 4.77 -4.28 -4.85  C78 1.088
83 H 5.96 -3.30 -5.75  C78 1.090
84 H 6.29 -5.03 -5.38  C78 1.090
85 H 8.18 -2.60 -4.89  C81 1.089
86 H 8.63 -4.29 -4.48  C81 1.090
87 H 8.83 -2.99 -3.27  C81 1.088